124
Properties=species:S:1:pos:R:3 method="wB97M-V/def2-TZVPD" homo_lumo_gap_ev=6.6 e_tot_ha=-9491.96153 charge=+1
C -4.1486 -2.1755 -3.6696
C -4.1178 -1.8538 -2.1096
O -2.7947 -1.9625 -1.5304
P -1.8802 -0.6009 -1.7297
O -2.2822 0.3901 -0.6764
C -0.0405 -0.9622 -1.5811
C 0.2579 -0.9463 -0.0249
N 1.2868 -1.8383 0.4921
C 2.1627 -2.6174 -0.3265
N 1.6905 -3.7210 -0.8707
C 0.3269 -4.2126 -0.7099
Br -0.3162 -4.5603 1.1220
C -0.5289 -4.4921 -1.7278
C -0.1507 -4.3029 -3.2202
Br -2.3106 -5.2163 -1.3727
C 2.5965 -4.5674 -1.6547
C 3.0800 -4.1659 -2.9739
C 3.9521 -5.1086 -3.6643
C 4.3392 -6.3791 -3.0849
C 3.8276 -6.7732 -1.7777
C 2.9644 -5.8565 -1.0623
N 3.4004 -1.9930 -0.2573
N 4.4594 -2.2461 -1.1170
C 3.6254 -1.2290 0.9914
C 4.5620 -1.7635 2.1276
I 5.5202 -0.4491 3.5926
C 4.8499 -3.0973 2.3412
C 4.2288 -4.2379 1.4863
I 6.1841 -3.7919 3.9115
S 4.1413 0.4703 0.5167
O 5.6068 0.4629 0.3715
O 3.8744 1.4972 1.5219
C 3.4705 1.1825 -1.0548
F 2.1016 1.3195 -1.1068
F 3.9380 2.4784 -1.0627
C 3.9299 0.5816 -2.4429
F 3.8022 1.6100 -3.3558
F 5.2157 0.1982 -2.5248
F 3.0465 -0.3718 -2.8994
C 2.1584 -1.5029 1.6195
C 1.6425 -0.7142 2.8624
C 1.0530 0.7166 2.6690
O 1.6347 1.5749 3.6918
C -0.5259 0.8117 2.9113
N -0.9491 2.2161 2.9169
O -2.0550 0.0736 -3.2415
C -3.0374 1.1409 -3.2552
C -2.4041 2.5716 -2.9376
H -3.1475 -2.4741 -4.0619
H -4.8409 -3.0370 -3.8892
H -4.5775 -1.3093 -4.2449
H -4.7281 -2.6718 -1.6337
H -4.6544 -0.9017 -1.8725
H 0.4417 -0.1139 -2.1397
H 0.2510 -1.8934 -2.1160
H -0.7229 -1.2333 0.4597
H 0.3584 0.1459 0.2249
H 0.5379 -3.4541 -3.4288
H 0.4055 -5.2391 -3.5243
H -1.0729 -4.2943 -3.8570
H 2.7600 -3.1877 -3.4081
H 4.3344 -4.8310 -4.6702
H 5.0278 -7.0409 -3.6577
H 4.0618 -7.7474 -1.2894
H 2.5597 -6.1539 -0.0642
H 4.7470 -3.2229 -1.1916
H 5.3149 -1.7371 -0.8626
H 4.7609 -4.2758 0.5057
H 3.1140 -4.2399 1.4168
H 4.4792 -5.2195 1.9817
H 2.3014 -2.5325 2.0711
H 2.4848 -0.6765 3.6099
H 0.8565 -1.3589 3.3574
H 1.3073 1.2320 1.7029
H 1.5895 1.0624 4.5217
H -1.0924 0.2519 2.1148
H -0.7186 0.4192 3.9452
H -0.6317 2.7212 2.0909
H -0.6735 2.7039 3.7643
H -3.8912 1.0004 -2.5511
H -3.4790 1.1973 -4.2838
H -1.4748 2.3917 -2.3431
H -3.1715 3.1552 -2.3649
H -2.1847 3.0700 -3.9186
C -3.9976 2.6701 2.8655
C -4.7963 1.9889 3.9457
O -4.5976 0.8251 4.2378
C -5.8451 2.8058 4.6455
H -3.2806 1.9677 2.4484
H -4.6617 3.0082 2.0674
H -3.4553 3.5176 3.2867
H -6.5925 3.1489 3.9253
H -5.3728 3.6621 5.1439
H -6.3413 2.1903 5.3978
C 5.6259 6.0792 -5.4702
C 4.8261 4.9030 -5.9696
O 4.0031 5.0274 -6.8487
C 5.0922 3.5634 -5.3298
H 5.3313 6.9743 -6.0177
H 5.4312 6.2380 -4.4078
H 6.6906 5.9023 -5.6345
H 4.8734 3.6120 -4.2623
H 6.1334 3.2755 -5.4885
H 4.4477 2.8115 -5.7857
C -2.5865 5.5203 7.6038
C -3.2588 4.2955 7.0411
O -4.0205 4.3694 6.0986
C -2.9495 2.9733 7.6936
H -2.9009 6.3973 7.0380
H -2.8735 5.6555 8.6481
H -1.5025 5.4203 7.5220
H -3.2526 2.9960 8.7419
H -1.8815 2.7611 7.6158
H -3.5020 2.1813 7.1863
C -5.9287 0.9091 0.2354
C -6.6191 1.4409 -0.9911
O -6.4958 0.8945 -2.0699
C -7.4669 2.6755 -0.8295
H -5.3552 0.0207 -0.0301
H -5.2447 1.6586 0.6324
H -6.6682 0.6359 0.9909
H -6.8515 3.5062 -0.4785
H -8.2752 2.4817 -0.1220
H -7.9016 2.9443 -1.7924

=====

105
Properties=species:S:1:pos:R:3 method="wB97M-V/def2-TZVPD" homo_lumo_gap_ev="7.5 / 7.5" spin_multiplicity=3 s2=2.019 e_tot_ha=-2357.00980 charge=+1
W -0.4666 0.2916 -0.1717
C 1.9245 -0.7518 3.0643
C 1.5071 0.2241 4.1460
C 2.4566 1.4204 4.2671
C 0.0287 0.5986 4.1264
C -0.5380 0.6498 5.4007
C -1.8794 0.8757 5.6102
C -2.6931 1.0331 4.5088
C -2.1876 1.0176 3.2129
C -3.2311 1.2799 2.1421
C -3.1542 2.7209 1.6370
C -3.2563 0.2318 1.0486
C -0.8031 0.8284 3.0080
N -0.2161 0.9345 1.6784
C 0.7279 1.9552 1.5045
C 1.5606 1.9018 0.4284
N 1.4396 0.8356 -0.4623
C 2.4550 0.6863 -1.5045
C 2.2174 1.2544 -2.7746
C 3.1380 1.0701 -3.8006
C 4.3019 0.3631 -3.5975
C 4.5684 -0.1186 -2.3333
C 3.6875 0.0370 -1.2626
C 4.2320 -0.4881 0.0594
C 4.3675 0.5866 1.1384
C 3.5560 -1.7710 0.5248
C 1.0605 2.1835 -3.0609
C 1.4713 3.6336 -2.7797
C 0.4942 2.0695 -4.4774
H 2.9573 -1.0584 3.2278
H 1.8599 -0.3143 2.0739
H 1.2996 -1.6459 3.0826
H 1.6127 -0.3203 5.0881
H 2.5452 1.9800 3.3379
H 3.4552 1.0682 4.5302
H 2.1247 2.1052 5.0487
H 0.1105 0.4805 6.2514
H -2.2870 0.9049 6.6110
H -3.7559 1.1874 4.6461
H -4.1940 1.1638 2.6458
H -2.1350 2.9824 1.3549
H -3.4528 3.4082 2.4277
H -3.8096 2.8851 0.7780
H -2.3868 0.3751 0.3919
H -4.1115 0.3484 0.3797
H -3.2367 -0.7761 1.4496
H 0.7671 2.7579 2.2283
H 2.3193 2.6542 0.2548
H 2.9407 1.5067 -4.7698
H 5.0105 0.2178 -4.4014
H 5.5039 -0.6322 -2.1530
H 5.2580 -0.7791 -0.1769
H 3.4121 0.9010 1.5469
H 4.8749 1.4667 0.7391
H 4.9674 0.2029 1.9655
H 2.4841 -1.6476 0.6515
H 3.9793 -2.1027 1.4735
H 3.7189 -2.5603 -0.2093
H 0.2658 1.9329 -2.3721
H 2.3079 3.9205 -3.4190
H 1.7856 3.7715 -1.7437
H 0.6449 4.3191 -2.9823
H 1.1399 2.5547 -5.2101
H -0.4734 2.5737 -4.5314
H 0.3627 1.0328 -4.7857
C 0.9200 -2.9832 -1.1163
Si -0.7522 -2.2342 -0.6740
C -1.5790 -3.4246 0.5835
C -1.1860 -2.9856 1.9994
C -1.0401 -4.8469 0.3586
C -3.1046 -3.5069 0.4651
C -1.6555 -2.0582 -2.3737
C -1.6644 -3.3390 -3.2133
C -3.0979 -1.5655 -2.2519
C -0.8161 -1.0111 -3.1136
H 0.7776 -3.8679 -1.7395
H 1.4458 -3.3057 -0.2200
H 1.5756 -2.2902 -1.6454
H -0.1002 -2.9726 2.1203
H -1.5894 -3.6864 2.7367
H -1.5528 -1.9873 2.2528
H 0.0317 -4.9180 0.5399
H -1.2353 -5.2057 -0.6541
H -1.5359 -5.5343 1.0505
H -3.6040 -2.5397 0.4998
H -3.5014 -4.1095 1.2876
H -3.4025 -3.9974 -0.4630
H -2.2248 -4.1358 -2.7209
H -0.6586 -3.7078 -3.4117
H -2.1414 -3.1551 -4.1822
H -3.7738 -2.3603 -1.9452
H -3.4614 -1.1907 -3.2182
H -3.2101 -0.7840 -1.4924
H 0.2089 -1.3371 -3.2894
H -0.7461 -0.0371 -2.5897
H -1.2586 -0.7590 -4.0851
I -2.2890 5.9943 -1.9185
C -2.2443 3.9465 -1.7822
C -3.0469 3.0346 -2.4369
N -2.6642 1.8129 -2.0416
N -1.6394 1.8774 -1.1689
C -1.3797 3.1758 -1.0071
H -3.8493 3.1708 -3.1416
H -3.0090 0.9158 -2.3546
H -0.5803 3.4904 -0.3533

=====

137
Properties=species:S:1:pos:R:3 method="wB97M-V/def2-TZVPD" homo_lumo_gap_ev=5.8 e_tot_ha=-13702.34197 charge=0
Zr 1.4568 -0.0020 -1.5155
C -2.6713 -2.1683 -1.3558
C -1.8499 -3.0536 -2.4037
C -3.0748 -3.6007 -3.2873
C -2.6066 -4.2725 -4.6046
C -1.7686 -3.3615 -5.3867
C -0.5505 -2.8019 -4.6064
N -0.8952 -2.3084 -3.2546
O 0.1457 -1.5636 -2.6018
C -0.0079 -1.7287 -5.6037
C 0.5493 -3.9920 -4.5001
C -1.2235 -4.2822 -1.6504
H -3.6707 -2.4960 -1.0696
H -2.8686 -1.1266 -1.6089
H -2.0621 -2.0542 -0.4591
H -3.7072 -2.7551 -3.5575
H -3.6209 -4.3376 -2.6985
H -3.5226 -4.5801 -5.1091
H -2.0969 -5.1756 -4.2688
H -2.3526 -2.6348 -5.9514
H -1.3939 -4.0007 -6.1861
H -0.6845 -0.8741 -5.6053
H 0.1556 -2.0182 -6.6417
H 0.9401 -1.2828 -5.3028
H 1.5031 -3.5591 -4.1984
H 0.7327 -4.4356 -5.4787
H 0.3556 -4.8308 -3.8316
H -1.2019 -5.2163 -2.2117
H -1.7899 -4.4609 -0.7364
H -0.2055 -4.0172 -1.3649
C 2.4056 2.4889 1.9627
C 1.8552 3.5998 1.0008
C 2.2777 4.9838 1.6174
C 3.6514 5.4567 1.1708
C 3.7244 5.4547 -0.3617
C 3.5174 4.0797 -0.9856
N 2.2674 3.4308 -0.4365
O 1.8469 2.1998 -1.0684
C 4.8515 3.2764 -0.7644
C 3.3589 4.3327 -2.4400
C 0.3494 3.5704 1.1822
H 2.0325 1.4962 1.7107
H 2.1762 2.7179 3.0034
H 3.4946 2.5255 1.9919
H 2.2127 5.0406 2.7040
H 1.5913 5.7250 1.2080
H 4.4471 4.8150 1.5492
H 3.9353 6.3961 1.6453
H 4.6731 5.8518 -0.7228
H 3.0234 6.2090 -0.7191
H 4.9144 2.3561 -1.3451
H 4.9588 2.9860 0.2807
H 5.7349 3.8832 -0.9628
H 3.0764 3.4539 -3.0197
H 4.3676 4.5790 -2.7715
H 2.6934 5.0961 -2.8430
H -0.0404 2.5768 0.9612
H -0.0617 4.3012 0.4857
H -0.0895 3.8535 2.1389
C -1.1324 -0.3753 1.8684
C -0.3335 -0.2075 0.5966
O 0.8551 -0.6638 0.5203
O -0.5321 0.4829 -0.4515
H -2.1700 -0.1182 1.6555
H -0.8029 0.2719 2.6811
H -1.0772 -1.4198 2.1752
Br 3.2210 0.0921 -3.5379
C -3.1862 3.8213 5.4944
Cl -2.8228 2.6676 4.1766
Cl -3.3451 2.9667 7.1329
Cl -4.8015 4.5190 5.1396
H -2.4344 4.6093 5.5386
C -3.8587 -4.3149 1.9233
Cl -2.2487 -4.3677 2.7630
Cl -3.8873 -5.2969 0.4392
Cl -4.3574 -2.5880 1.8156
H -4.5371 -4.8318 2.6019
C -0.3666 0.8540 6.2104
Cl -0.6306 -0.5299 5.1731
Cl 1.3795 1.4287 6.1009
Cl -0.7342 0.5875 7.8624
H -1.0694 1.6245 5.8934
C -3.8802 -2.9369 6.4365
Cl -3.7949 -2.8758 8.1852
Cl -4.9293 -1.7231 5.6898
Cl -4.2531 -4.5850 5.8787
H -2.8768 -2.7245 6.0676
C -3.7523 3.0882 -1.2787
Cl -2.6277 3.9999 -2.2273
Cl -3.1991 3.0740 0.4705
Cl -4.0513 1.4232 -1.9259
H -4.7015 3.6095 -1.4029
C 2.7396 -3.5367 4.0048
Cl 4.3577 -4.0380 3.7375
Cl 1.6247 -4.6663 3.3378
Cl 2.5513 -1.9787 3.2062
H 2.7026 -3.3074 5.0698
C -6.0732 2.4322 2.8098
C -5.7741 1.4138 1.7045
O -6.8386 0.5285 1.8358
C -7.8207 1.0719 2.4728
O -8.8763 0.5213 2.7758
O -7.4496 2.2152 2.9223
H -5.9330 3.4149 2.3595
H -5.5116 2.2512 3.7262
H -4.8054 0.9396 1.8622
H -5.6811 1.9409 0.7550
C 6.3403 -1.0990 1.2868
C 5.9297 -0.0177 2.2610
O 4.7862 0.5923 1.5968
C 4.3624 -0.1156 0.6590
O 3.3998 0.0620 -0.1221
O 5.1070 -1.2399 0.5656
H 6.7167 -2.0020 1.7674
H 7.1647 -0.7867 0.6457
H 6.7155 0.7006 2.4947
H 5.5784 -0.4023 3.2185
C 3.0045 -5.6640 -0.9976
C 3.3561 -5.1758 0.3496
O 3.2459 -3.7535 0.2607
C 2.8110 -3.4082 -0.8609
O 2.4994 -2.2230 -1.1040
O 2.6371 -4.4788 -1.6201
H 2.2015 -6.3899 -1.1255
H 3.9918 -5.9992 -1.3155
H 4.3693 -5.5236 0.5508
H 2.6379 -5.5684 1.0694
C -0.2380 3.9627 -5.1306
C -1.0004 2.8643 -5.9433
O -0.9399 1.7019 -5.0735
C -0.1868 2.0085 -3.9534
O 0.2824 1.2243 -3.1322
O 0.2012 3.2451 -4.0273
H -0.7210 4.9225 -4.9475
H 0.6307 4.3084 -5.6908
H -0.4064 2.5908 -6.8154
H -2.0100 3.1548 -6.2338

=====

113
Properties=species:S:1:pos:R:3 method="wB97M-V/def2-TZVPD" homo_lumo_gap_ev="4.7 / 7.4" spin_multiplicity=3 s2=2.030 e_tot_ha=-3414.63499 charge=0
Ti -1.0369 0.0119 0.7117
C -2.7885 2.7044 1.0689
N -3.1037 1.3115 0.6942
C -4.0828 0.7582 1.6688
C -3.5189 0.0657 2.9021
C -2.2797 0.6919 3.5264
N -1.0651 0.3503 2.7856
C -0.0973 -0.1275 3.6141
C 1.1820 -0.6400 3.2728
C 2.0506 -1.0901 4.2942
C 3.3078 -1.5877 4.0245
C 3.7509 -1.6581 2.7007
C 2.9201 -1.2179 1.6808
C 1.6446 -0.7080 1.9303
O 0.8940 -0.2757 0.9274
C -3.8036 1.3397 -0.6097
C -3.0077 1.8016 -1.8264
C -1.8117 0.8985 -2.2217
N -1.7675 -0.2953 -1.3827
C -2.3853 -1.3150 -1.8759
C -2.7245 -2.5340 -1.2031
C -3.3859 -3.5405 -1.9233
C -3.8217 -4.6956 -1.3151
C -3.6094 -4.8430 0.0613
C -2.9623 -3.8700 0.7879
C -2.4849 -2.6903 0.1861
O -1.8649 -1.8059 0.9040
H -3.7145 3.2700 1.2338
H -2.1845 2.7257 1.9702
H -2.2069 3.1764 0.2852
H -4.7503 1.5757 1.9731
H -4.7028 0.0313 1.1418
H -4.3272 0.0403 3.6386
H -3.2626 -0.9668 2.6625
H -2.4022 1.7755 3.6400
H -2.2039 0.2993 4.5442
H -0.3254 -0.1446 4.6788
H 1.6986 -1.0381 5.3195
H 3.9412 -1.9269 4.8346
H 4.7320 -2.0532 2.4691
H 3.2421 -1.2795 0.6459
H -4.1795 0.3347 -0.7988
H -4.6849 1.9924 -0.5198
H -3.7308 1.8093 -2.6462
H -2.6746 2.8334 -1.7113
H -1.9089 0.6165 -3.2752
H -0.8815 1.4423 -2.1029
H -2.7494 -1.2522 -2.9075
H -3.5519 -3.3870 -2.9849
H -4.3273 -5.4678 -1.8782
H -3.9570 -5.7383 0.5633
H -2.7972 -3.9858 1.8532
O -0.2739 1.9564 0.0264
P 1.0746 2.5268 -0.3255
N 2.0498 2.6051 0.9769
C 3.4876 2.2987 0.9823
C 3.8216 2.1729 2.4718
C 2.7803 3.0587 3.1536
C 1.5227 2.7721 2.3432
N 1.8089 1.7871 -1.5931
C 2.8796 2.4181 -2.3845
C 3.7770 1.2489 -2.7758
C 2.7738 0.1124 -2.9571
C 1.8109 0.3121 -1.7911
N 0.9536 4.0885 -0.8879
C 0.8742 5.2170 0.0547
C 0.4149 6.4122 -0.8085
C 0.3450 5.8698 -2.2420
C 0.0872 4.3845 -2.0286
H 4.0606 3.1021 0.5055
H 3.6935 1.3657 0.4542
H 4.8473 2.4705 2.6878
H 3.6850 1.1372 2.7863
H 3.0580 4.1132 3.0624
H 2.6490 2.8248 4.2095
H 0.7953 3.5846 2.3897
H 1.0329 1.8619 2.6855
H 3.3961 3.1887 -1.8149
H 2.4641 2.8870 -3.2839
H 4.4592 1.0154 -1.9542
H 4.3695 1.4598 -3.6655
H 3.2285 -0.8767 -2.9360
H 2.2496 0.2248 -3.9100
H 2.1424 -0.2002 -0.8949
H 0.8118 -0.0649 -2.0069
H 1.8479 5.3736 0.5184
H 0.1482 5.0340 0.8538
H 1.0907 7.2614 -0.7213
H -0.5717 6.7463 -0.4864
H 1.3031 5.9964 -2.7488
H -0.4259 6.3540 -2.8405
H 0.3553 3.7674 -2.8855
H -0.9729 4.2078 -1.7955
C -0.2166 -5.9424 -0.0643
N 0.4288 -4.6566 -0.2417
C 0.8591 -3.9795 0.9753
C 0.3406 -3.8993 -1.3694
O 0.4784 -2.6840 -1.3482
N 0.1126 -4.5897 -2.5721
C -0.1199 -3.7202 -3.7094
C 1.0190 -5.6804 -2.9076
H -0.8622 -5.9029 0.8141
H 0.5165 -6.7417 0.0838
H -0.8420 -6.1742 -0.9228
H 1.1682 -4.7342 1.6980
H 0.0645 -3.3657 1.4051
H 1.7026 -3.3276 0.7638
H -0.8492 -2.9606 -3.4464
H 0.7948 -3.2123 -4.0401
H -0.5074 -4.3226 -4.5325
H 1.2362 -6.3012 -2.0461
H 1.9709 -5.2975 -3.3001
H 0.5615 -6.3051 -3.6764